C5H4N2 | ωB97M-V with the def2-TZVPD basis set

Results
DFT total energy, hartree: -302.2875
ΔE to the lowest compared entry with this formula, charge and spin, kcal/mol: 88.4
HOMO-LUMO gap, Ha: 0.3845
E_LUMO, eV: 0.9
Spin multiplicity: 1

Last column: Löwdin charge in e.
Positions of all 11 atoms, in Å:
N: 3.019 0.028 0.259  0.168
C: 1.882 0.048 0.152  -0.178
C: 0.556 0.129 -0.220  -0.386
C: -0.478 1.213 -0.468  0.017
C: -1.420 0.531 0.175  -0.018
C: -0.468 -0.576 0.641  -0.170
N: -0.132 -1.092 -0.667  0.099
H: -0.634 2.106 -1.031  0.096
H: -2.546 0.598 0.275  0.124
H: -0.308 -1.102 1.530  0.131
H: 0.530 -1.882 -0.646  0.118